193
Properties=species:S:1:pos:R:3 method="wB97M-V/def2-TZVPD" spin_multiplicity=1 homo_energy_ev=-3.1478 e_lumo_ev=0.40 e_tot_ev=-229789.512 homo_lumo_gap_ev=3.6 charge=-1
C 16.8414 7.6620 -11.7485
C 16.6915 9.2094 -11.6040
C 17.9949 9.8130 -11.1013
N 17.8783 11.3744 -10.7700
C 17.2902 12.0688 -12.0388
C 19.3212 11.8279 -10.4168
C 19.4011 11.8027 -8.8863
C 18.0542 11.3757 -8.3509
C 17.0918 11.6107 -9.4816
H 17.6268 7.4042 -12.4590
H 15.8924 7.3065 -12.1499
H 17.1946 7.1445 -10.8565
H 15.8642 9.4590 -10.9396
H 16.5247 9.5506 -12.6257
H 18.8432 9.7228 -11.7799
H 18.2863 9.4786 -10.1057
H 17.5021 13.1323 -11.9278
H 16.2300 11.8331 -12.1314
H 17.9258 11.6178 -12.8008
H 19.4461 12.8377 -10.8075
H 20.0784 11.1591 -10.8259
H 19.6682 12.7996 -8.5355
H 20.1422 11.1091 -8.4891
H 17.6767 11.8446 -7.4422
H 17.9758 10.3253 -8.0704
H 16.7042 12.6294 -9.4927
H 16.2071 11.0076 -9.2778
C 25.9917 16.0811 -11.9985
F 25.7900 15.0942 -11.1492
F 26.3396 15.5712 -13.2278
F 24.8128 16.7654 -12.1232
S 27.4516 17.1752 -11.3502
O 28.6675 16.3128 -11.1987
O 27.7050 18.2264 -12.3504
O 26.9606 17.7025 -10.0359
C 10.9385 15.2309 -9.7150
C 10.3365 14.4896 -10.9240
C 10.6154 15.3225 -12.1944
O 10.7468 13.1794 -10.9354
H 11.9262 15.6743 -9.8413
H 10.9008 14.6016 -8.8258
H 10.3047 16.1029 -9.5539
H 9.2528 14.5779 -10.8469
H 11.6729 15.5338 -12.3526
H 10.0602 16.2584 -12.1320
H 10.2218 14.8045 -13.0689
O 12.7112 5.9101 -5.0865
S 13.6638 5.3113 -4.0825
O 14.9476 5.9228 -3.8569
O 12.9315 4.9444 -2.6124
C 11.6053 4.4569 -2.6876
C 11.1144 4.5502 -1.3105
C 14.0574 3.5675 -4.5972
H 11.4752 3.4038 -2.9369
H 11.0264 4.8910 -3.5028
H 10.1492 4.0546 -1.2064
H 11.0041 5.6048 -1.0579
H 11.8137 4.1149 -0.5966
H 13.3715 2.8424 -4.1592
H 15.0839 3.5247 -4.2329
H 13.9872 3.5811 -5.6848
O 26.4953 11.8471 -4.6733
S 27.5830 11.0145 -5.1167
O 28.6390 11.6626 -5.9572
O 28.2895 10.2543 -3.8482
C 27.4023 9.9529 -2.8273
C 28.0204 8.7650 -2.0642
C 27.0049 9.4648 -6.0052
H 26.4298 9.6194 -3.1894
H 27.2337 10.7680 -2.1236
H 27.5460 8.6761 -1.0869
H 29.0952 8.9203 -1.9696
H 27.8935 7.8460 -2.6365
H 26.5152 8.8868 -5.2214
H 27.8491 8.9310 -6.4417
H 26.2950 9.8077 -6.7579
O 13.6827 -3.7069 -19.5848
S 13.0553 -2.4809 -20.0691
O 12.0368 -2.4220 -21.1342
O 12.5001 -1.7375 -18.7108
C 13.4265 -1.7151 -17.5771
C 13.6856 -0.2238 -17.3586
C 14.4954 -1.3408 -20.4599
H 14.3745 -2.2134 -17.7800
H 12.9416 -2.1485 -16.7024
H 14.0438 0.3190 -18.2333
H 14.2930 -0.0213 -16.4765
H 12.7488 0.3206 -17.2398
H 14.2176 -0.3205 -20.1954
H 14.6695 -1.4585 -21.5294
H 15.3466 -1.6677 -19.8627
O 20.8683 11.2114 -1.8611
S 20.7218 10.8359 -0.4426
O 21.7390 10.0620 0.2595
O 20.3590 12.2527 0.4294
C 19.6108 13.2815 -0.2115
C 20.6341 14.3578 -0.7208
C 19.0340 9.9700 -0.2348
H 19.0175 13.7693 0.5619
H 19.0184 12.8641 -1.0256
H 21.2849 13.8870 -1.4575
H 21.2337 14.7177 0.1154
H 20.1419 15.2109 -1.1878
H 19.0423 8.9206 -0.5293
H 18.2954 10.4395 -0.8847
H 18.8052 10.0580 0.8272
O 22.1080 4.0056 -13.0528
S 22.2670 3.4148 -11.7288
O 22.2193 4.2204 -10.5217
O 21.1694 2.1702 -11.5455
C 20.7603 1.3522 -12.6376
C 19.6903 0.3949 -12.0917
C 23.8178 2.4111 -11.9424
H 21.5129 0.6528 -13.0017
H 20.3394 1.8562 -13.5076
H 20.1863 0.0233 -11.1951
H 19.4700 -0.3724 -12.8338
H 18.8072 0.9278 -11.7392
H 24.6500 3.1094 -12.0314
H 23.6156 1.7166 -12.7577
H 23.8774 1.8276 -11.0236
O 25.7894 18.1567 -19.0458
S 24.6943 19.0769 -18.8880
O 23.8926 19.6481 -19.9628
O 23.6497 18.5810 -17.7007
C 22.6129 19.4850 -17.2502
C 21.4294 18.5862 -16.7041
C 25.3857 20.4381 -17.8074
H 22.3190 20.1661 -18.0489
H 23.0137 20.0328 -16.3974
H 21.5111 17.5607 -17.0645
H 20.5137 18.8324 -17.2416
H 21.1829 18.6539 -15.6445
H 24.6826 21.2674 -17.7302
H 26.2400 20.8800 -18.3202
H 25.6679 20.0260 -16.8386
O 15.2723 9.6840 -18.8198
S 16.5693 9.4144 -19.3290
O 17.7486 10.1463 -18.9026
O 16.9224 7.7928 -19.0560
C 18.0153 7.1971 -19.7455
C 18.2891 5.8655 -19.0786
C 16.4650 9.4427 -21.1608
H 18.8981 7.8228 -19.6141
H 17.8232 7.1047 -20.8145
H 17.4041 5.2341 -19.0000
H 18.5871 6.0502 -18.0466
H 19.0695 5.3491 -19.6376
H 16.2485 10.4456 -21.5288
H 15.7780 8.6913 -21.5498
H 17.4627 9.2035 -21.5289
O 7.4758 8.1301 -14.2067
S 8.0304 8.0971 -15.5636
O 7.9223 6.9840 -16.4885
O 7.5775 9.4748 -16.4600
C 7.1248 10.6121 -15.8496
C 7.2970 11.6913 -16.9325
C 9.8089 8.5659 -15.4100
H 7.7568 10.7838 -14.9783
H 6.0842 10.5819 -15.5264
H 8.3465 11.8130 -17.2004
H 6.7982 12.5591 -16.5010
H 6.7745 11.4941 -17.8686
H 9.9187 9.5770 -15.0180
H 10.0670 8.5523 -16.4689
H 10.2872 7.7487 -14.8702
O 25.9816 9.5862 -21.3074
S 25.7850 10.8268 -20.5787
O 25.2182 11.9978 -21.2470
O 24.9922 10.4812 -19.1455
C 24.4987 11.6052 -18.4239
C 24.1415 11.1059 -17.0701
C 27.4195 11.3304 -19.8943
H 23.6281 11.8955 -19.0120
H 25.0511 12.5440 -18.4657
H 23.3274 11.7112 -16.6714
H 25.0500 11.1674 -16.4709
H 23.7448 10.0916 -17.1146
H 27.7132 10.5345 -19.2100
H 27.3610 12.3059 -19.4116
H 28.0509 11.4578 -20.7736
C 13.2474 14.1465 -0.1109
C 13.3994 14.3591 -1.5098
C 13.3374 13.2009 -2.3321
C 13.0746 11.9377 -1.8477
C 12.8017 11.8186 -0.4967
C 12.9346 12.9000 0.3784
H 13.5050 14.8913 0.6276
H 13.7391 15.3087 -1.8960
H 13.5576 13.3744 -3.3751
H 13.0043 11.0857 -2.5076
H 12.5262 10.8500 -0.1064
H 12.7978 12.8615 1.4490